1.
Molecular formula: C34H31ClN3ORu
Method: DFT, ωB97M-V/def2-TZVPD

Each line ends with the Löwdin spin population.
Element x y z (Å)
1 Ru 0.3588 -0.5175 -0.5038  0.00
2 C 3.9698 -3.0519 0.2245  0.00
3 C 2.7500 -2.5618 -0.2507  0.00
4 N 2.2030 -1.4230 0.1409  0.00
5 C 2.9437 -0.6545 0.9904  0.00
6 C 4.1735 -1.0676 1.5226  0.00
7 C 4.6791 -2.3172 1.1347  0.00
8 C 4.8889 -0.1940 2.4075  0.00
9 C 4.4272 1.0385 2.6983  0.00
10 C 3.2037 1.5144 2.1221  0.00
11 C 2.7162 2.8117 2.3370  0.00
12 C 1.5552 3.1930 1.7181  0.00
13 C 0.8896 2.2754 0.9022  0.00
14 N 1.3105 1.0437 0.6902  0.00
15 C 2.4639 0.6647 1.2850  0.00
16 H 4.3275 -4.0033 -0.1433  0.00
17 H 2.2066 -3.1163 -0.9960  0.00
18 H 5.6245 -2.6655 1.5316  0.00
19 H 5.8235 -0.5483 2.8253  0.00
20 H 4.9807 1.6977 3.3555  0.00
21 H 3.2628 3.4933 2.9768  0.00
22 H 1.1435 4.1844 1.8471  0.00
23 H -0.0365 2.5612 0.4240  0.00
24 N -1.2649 0.7311 -1.2209  0.00
25 C -2.6013 0.2916 -1.4260  0.00
26 C -3.6626 1.0836 -1.0101  0.00
27 C -4.9719 0.6739 -1.2063  0.00
28 C -5.2123 -0.5413 -1.8243  0.00
29 C -4.1458 -1.3322 -2.2262  0.00
30 C -2.8159 -0.9397 -2.0481  0.00
31 C -1.7280 -1.9011 -2.3965  0.00
32 C -1.9924 -2.7758 -3.4542  0.00
33 C -1.2772 -3.9493 -3.6246  0.00
34 C -0.3577 -4.2927 -2.6478  0.00
35 C -0.0460 -3.3726 -1.6516  0.00
36 C -0.5905 -2.0789 -1.5603  0.00
37 H -1.2695 1.6756 -0.8489  0.00
38 H -0.7198 0.7837 -2.1014  0.00
39 H -3.4586 2.0369 -0.5350  0.00
40 H -5.7904 1.2993 -0.8739  0.00
41 H -6.2264 -0.8880 -1.9751  0.00
42 H -4.3440 -2.3036 -2.6586  0.00
43 H -2.7942 -2.5397 -4.1447  0.00
44 H -1.4831 -4.6065 -4.4599  0.00
45 H 0.1309 -5.2605 -2.6656  0.00
46 H 0.6359 -3.7063 -0.8802  0.00
47 Cl -2.4576 3.5999 1.4167  0.02
48 C -2.6342 3.0729 3.0622  0.12
49 C -3.0856 3.9965 3.9817  -0.02
50 C -3.2353 3.6360 5.3159  0.14
51 C -2.9223 2.3380 5.7188  -0.01
52 C -2.4766 1.4206 4.7989  0.12
53 C -2.3207 1.7384 3.4200  0.05
54 C -1.8793 0.7520 2.5352  0.50
55 H -3.3183 4.9991 3.6503  0.00
56 H -3.5929 4.3637 6.0314  0.01
57 H -3.0325 2.0503 6.7560  0.00
58 H -2.2383 0.4112 5.1105  0.00
59 H -1.8449 0.8691 1.4615  0.03
60 H -1.6363 -0.2225 2.9367  0.03
61 C 1.1868 -0.4570 -4.3474  0.00
62 C 1.9082 0.2217 -3.1817  0.00
63 C 3.1266 -0.6039 -2.7926  0.00
64 O 1.0119 0.4947 -2.1466  0.00
65 H 1.8516 -0.6114 -5.2020  0.00
66 H 0.3414 0.1534 -4.6699  0.00
67 H 0.7978 -1.4258 -4.0205  0.00
68 H 2.2798 1.2015 -3.5220  0.00
69 H 2.8198 -1.6250 -2.5711  0.00
70 H 3.6310 -0.1771 -1.9218  0.00
71 H 3.8391 -0.6408 -3.6201  0.00

Cartesian forces (eV/Å) of the 3 atoms listed first:
Ru -0.1741 -0.1252 -0.1746
C 0.0185 0.0229 0.0400
C 0.0208 -0.0699 0.0168

Orbital gap (alpha / beta) in eV: 5.960 / 5.472
DFT total energy in a.u.: -2108.75292
E_HOMO (alpha / beta) in eV: -6.42 / -6.41
Energy above the lowest of the compared OMol25 structures with the same formula, charge and spin in eV: 0.000
Charge: 0
Multiplicity: 2


2.
Molecular formula: C18H15ClI2N2O4Pb
Method: DFT, ωB97M-V/def2-TZVPD

Each line ends with the Löwdin charge.
Element x y z (Å)
1 Pb -12.8256 -3.1022 13.4418  1.29
2 O -12.8009 -4.7389 14.8696  -0.34
3 C -13.7424 -5.4118 15.5138  -0.34
4 C -13.4522 -5.7987 16.8394  -0.02
5 C -14.3537 -6.6012 17.5317  -0.07
6 C -15.5661 -7.0242 16.9350  -0.11
7 C -15.8864 -6.6819 15.6527  -0.06
8 C -15.0258 -5.8357 14.9120  -0.07
9 C -15.4112 -5.2813 13.6211  -0.26
10 N -14.7800 -4.2990 12.9407  -0.08
11 C -15.3619 -4.2138 11.6805  -0.11
12 C -16.3950 -5.1285 11.6415  -0.07
13 N -16.4125 -5.7658 12.8583  0.12
14 H -12.5115 -5.4374 17.2597  0.12
15 H -14.1116 -6.8156 18.5563  0.10
16 H -16.3228 -7.4429 17.5962  0.10
17 H -16.8542 -6.9499 15.2467  0.10
18 H -14.9731 -3.4943 10.9272  0.12
19 H -17.0107 -5.3454 10.7776  0.11
20 H -17.0498 -6.4834 13.2134  0.16
21 I -15.1271 -1.4346 15.6697  0.09
22 I -16.5878 1.5624 15.1039  0.05
23 C -7.8965 -2.5502 7.3582  -0.03
24 C -9.3500 -2.4084 7.7018  -0.19
25 C -10.3156 -2.0804 6.7275  -0.06
26 C -11.6530 -1.8681 7.0479  -0.70
27 Cl -12.7767 -1.4107 5.8165  0.65
28 C -12.0774 -1.9705 8.3511  -0.11
29 C -11.1472 -2.2639 9.3435  0.00
30 C -9.8291 -2.5493 8.9961  -0.22
31 O -8.9111 -3.0713 9.8874  -0.03
32 C -9.3155 -3.0947 11.2995  -0.07
33 C -10.2663 -4.2806 11.6235  -0.59
34 O -9.7978 -5.4233 11.6274  0.06
35 O -11.5316 -4.0004 11.8095  -0.33
36 H -7.7481 -2.6306 6.2854  0.08
37 H -7.4884 -3.4680 7.7894  0.08
38 H -7.2654 -1.7753 7.7988  0.09
39 H -10.0500 -1.9511 5.6851  0.11
40 H -13.1421 -1.8100 8.5210  0.10
41 H -11.4767 -2.3709 10.3513  0.07
42 H -9.6947 -2.1458 11.5965  0.10
43 H -8.3842 -3.2622 11.8847  0.14

Cartesian forces (eV/Å) of the 3 atoms listed first:
Pb 0.4045 -0.4178 -0.1959
O -0.4669 0.0353 0.3133
C -0.8092 -0.4238 -0.9084

Orbital gap (alpha / beta) in eV: 3.518 / 3.513
DFT total energy in a.u.: -2353.81018
E_HOMO (alpha / beta) in eV: -8.05 / -8.05
Energy above the lowest of the compared OMol25 structures with the same formula, charge and spin in eV: 1.950
Charge: 0


3.
Molecular formula: BeH8O4
Method: DFT, ωB97M-V/def2-TZVPD

Each line ends with the Löwdin charge.
Element x y z (Å)
1 Be -18.4030 0.2160 -20.9680  0.15
2 O -17.8110 0.4360 -19.4020  0.11
3 H -18.2440 -0.1670 -18.7680  0.16
4 H -17.3320 1.1500 -18.9000  0.19
5 O -17.1750 -0.6070 -21.8500  0.14
6 H -17.3360 -1.1970 -22.5940  0.15
7 H -16.2870 -0.7940 -21.5600  0.14
8 O -18.6450 1.6760 -21.5460  0.14
9 H -18.4050 1.7910 -22.4810  0.17
10 H -18.2450 2.3950 -21.0430  0.16
11 O -19.6880 -0.7390 -20.9640  0.13
12 H -19.7360 -1.3980 -21.6930  0.17
13 H -20.6000 -0.7110 -20.6050  0.18

Cartesian forces (eV/Å) of the 3 atoms listed first:
Be 1.0479 -0.1178 0.6883
O -0.1550 0.1225 0.3343
H 0.4111 0.2877 0.2138

Orbital gap in eV: 14.816
DFT total energy in a.u.: -320.00079
E_HOMO in eV: -23.05
Energy above the lowest of the compared OMol25 structures with the same formula, charge and spin in eV: 0.237
Charge: +2


4.
Molecular formula: C5H13N2S
Method: DFT, ωB97M-V/def2-TZVPD

Each line ends with the Löwdin charge.
Element x y z (Å)
1 C 0.8185 -0.4738 -0.0388  -0.23
2 N 0.4148 0.2964 1.1103  -0.11
3 C -0.9836 0.0663 1.5337  -0.32
4 C -2.0150 0.8923 0.7354  -0.80
5 S -3.1944 -0.0635 -0.2780  0.02
6 C 2.3177 -0.2413 -0.3736  -0.44
7 N 3.0883 -1.4782 -0.5233  0.01
8 C 2.5029 0.5711 -1.6621  -0.07
9 H 0.7338 -1.5362 0.1905  0.10
10 H 0.1829 -0.3441 -0.9277  0.11
11 H 0.6312 1.2797 1.0265  0.09
12 H -1.1516 -0.9957 1.4035  0.07
13 H -1.0233 0.3530 2.5781  0.08
14 H -1.5582 1.6411 0.0800  0.02
15 H -2.5859 1.4344 1.5087  0.02
16 H 2.7303 0.3153 0.4633  0.12
17 H 3.0863 -2.0167 0.3263  0.06
18 H 2.8753 -1.9248 -1.3995  0.06
19 H 2.7679 -0.1137 -2.4570  0.06
20 H 3.4071 1.1868 -1.6034  0.07
21 H 1.6416 1.1838 -1.9128  0.07

Cartesian forces (eV/Å) of the 3 atoms listed first:
C 0.5106 -0.1821 -0.4403
N 0.0546 -0.5546 0.6872
C 0.9450 0.9731 -1.0846

SMILES: C[C@H](N)CNCC[S-]
Orbital gap in eV: 5.860
DFT total energy in a.u.: -706.00718
E_HOMO in eV: -2.25
Energy above the lowest of the compared OMol25 structures with the same formula, charge and spin in eV: 0.845
Charge: -1


5.
Molecular formula: C3H7NS
Method: DFT, ωB97M-V/def2-TZVPD

Each line ends with the Löwdin charge.
Element x y z (Å)
1 C 0.0986 1.3632 -1.2204  0.00
2 C 0.4727 0.9488 -0.0460  -0.34
3 C -0.2328 -1.3601 0.1633  -0.13
4 N 0.3724 -0.2086 0.6731  -0.61
5 S 1.0553 -0.0315 2.2079  0.79
6 H 0.4982 2.1570 -1.7272  0.02
7 H -0.7966 0.9308 -1.6384  0.05
8 H 1.2381 1.5220 0.5323  0.07
9 H 0.5087 -2.1413 0.0668  0.08
10 H -0.9700 -1.7653 0.9598  0.11
11 H -0.7184 -1.0768 -0.7415  0.07
12 H 0.0709 0.6421 2.9103  -0.11

Cartesian forces (eV/Å) of the 3 atoms listed first:
C -2.8358 -1.8086 -0.4284
C 3.5894 1.3444 1.8183
C -1.5523 -1.9076 2.5454

SMILES: C=CN(C)S
Orbital gap in eV: 8.957
DFT total energy in a.u.: -571.36443
E_HOMO in eV: -8.19
Energy above the lowest of the compared OMol25 structures with the same formula, charge and spin in eV: 2.027
Charge: 0


Question: DFT total energy of number 4 (C5H13N2S)?
Answer: -706.00718 a.u.


Question: Which of these has the highest energy above the lowest of the compared OMol25 structures with the same formula, charge and spin?
Answer: C3H7NS


Question: Among the records above, which one has the highest DFT total energy?
Answer: BeH8O4


Question: Which value of charge does entry 4 give?
Answer: -1